Entry 1:
A 2-piece molecular cluster, C3H5BrS overall in a non-equilibrium geometry, computed with ωB97M-V/def2-TZVPD.

```
10
Properties=species:S:1:pos:R:3:forces:R:3
Br 2.2942 0.8145 -0.0471 0.703 0.006 -0.157
S 0.6111 -2.0000 -0.4724 -0.112 0.434 -0.694
C 0.3210 -1.0201 1.0001 -1.570 -0.969 3.622
C 0.7866 -0.2751 -0.1135 -1.008 1.402 -0.716
C -1.0288 1.2215 -0.9282 1.476 -2.074 0.865
H -1.3677 1.8393 -0.1734 -0.192 1.586 1.120
H -0.5723 1.4303 -1.8262 0.824 1.142 -1.620
H -0.6603 -0.9039 1.5615 0.434 0.040 -1.792
H -1.3133 0.2388 -0.8503 -1.414 -2.015 -0.121
H 0.9294 -1.3452 1.8495 0.859 0.448 -0.507
```
Positions in Å, forces in eV/Å.

## Properties
Lowest unoccupied orbital energy (spin up / spin down) = -0.49 / 0.05 eV
Spin multiplicity = 1
HOMO-LUMO gap (spin up / spin down) = 8.0 / 8.3 eV

=====

Entry 2:
C3H5BrS as an isolated structure in a non-equilibrium geometry, computed with ωB97M-V/def2-TZVPD.

```
10
Properties=species:S:1:pos:R:3:forces:R:3
Br -1.9386 0.5405 0.4342 -0.813 0.655 0.186
S 1.0896 -0.0183 -0.1105 -0.001 0.716 0.078
C 0.8934 1.8504 -0.2245 -4.082 -3.161 -1.109
C -0.7953 -2.3558 -0.1219 4.888 4.913 1.290
C -0.4592 -0.5280 0.4499 -0.465 -5.718 -2.158
H 0.2709 -2.8121 -0.0440 -2.085 0.532 -0.355
H 0.1460 1.9667 -1.1546 1.860 0.508 2.506
H 1.8333 2.2193 -0.2745 2.900 1.274 -0.914
H -1.5989 -2.9013 0.2582 -1.404 -0.476 0.761
H 0.5587 2.0386 0.7877 -0.797 0.756 -0.285
```
Positions in Å, forces in eV/Å.

## Properties
Lowest unoccupied orbital energy (spin up / spin down) = -0.09 / -0.22 eV
Spin multiplicity = 1
HOMO-LUMO gap (spin up / spin down) = 8.8 / 7.2 eV

=====

Entry 3:
A single C3H5BrS molecule in a non-equilibrium geometry, computed with ωB97M-V/def2-TZVPD.

```
10
Properties=species:S:1:pos:R:3:forces:R:3
Br -2.3109 -0.9352 -1.7419 -0.045 0.106 0.304
S -1.2997 1.4804 0.2872 0.909 -1.962 -0.991
C 1.1823 -0.0571 0.6784 0.351 -1.568 -2.248
C -0.9498 0.1964 -1.0254 1.531 0.001 3.579
C -0.2845 -0.0914 0.5124 -1.147 3.137 -4.828
H 1.6256 -0.8756 -0.0442 -0.534 1.286 1.865
H 1.3859 -0.1764 1.7173 0.667 -0.421 0.644
H -0.6802 -0.8109 1.1068 -2.076 -2.023 1.249
H 1.5611 0.8656 0.3448 0.711 1.209 -0.373
H -0.2299 0.4041 -1.8354 -0.367 0.235 0.801
```
Positions in Å, forces in eV/Å.

## Properties
Lowest unoccupied orbital energy = 0.66 eV
Spin multiplicity = 1
HOMO-LUMO gap = 9.9 eV

=====

Entry 4:
A 2-piece molecular cluster, C3H5Cl overall in a non-equilibrium geometry, computed with ωB97M-V/def2-TZVPD.

```
9
Properties=species:S:1:pos:R:3:forces:R:3
Cl 2.3901 0.3627 -0.0236 0.705 0.050 0.693
C -1.2975 1.0856 0.1154 2.135 1.448 2.310
C -0.6799 0.0701 -0.3973 0.996 -4.244 -1.258
C 1.3210 -0.9560 0.1712 -3.679 3.715 -1.176
H -1.1959 -0.6208 -1.1517 1.020 0.925 1.083
H 1.3922 -1.6079 -0.6061 0.133 -1.567 -2.323
H -2.2776 1.4416 -0.0367 -1.091 0.015 -0.835
H -0.7659 1.6991 0.8782 -0.294 -0.427 -0.424
H 1.1136 -1.4746 1.0506 0.073 0.085 1.930
```
Positions in Å, forces in eV/Å.

## Properties
Lowest unoccupied orbital energy = 0.41 eV
Spin multiplicity = 1
HOMO-LUMO gap = 9.3 eV

=====

Entry 5:
A single C3H5Cl molecule in a non-equilibrium geometry, computed with ωB97M-V/def2-TZVPD.

```
9
Properties=species:S:1:pos:R:3:forces:R:3
Cl -0.9906 -1.1655 -0.3105 0.122 -0.090 0.511
C 1.6269 1.5856 -0.1112 -2.291 -0.127 0.017
C 0.0944 -0.1620 0.7316 -0.834 1.418 -0.479
C 0.3675 1.1210 -0.0382 1.893 -0.563 0.067
H -0.4278 0.1466 1.6633 0.186 -0.820 -0.516
H 1.8017 2.5223 -0.6159 0.502 -0.043 -0.023
H 2.3540 1.0131 0.4143 0.958 0.085 0.118
H -0.4292 1.5820 -0.5943 -0.387 0.125 0.168
H 1.0090 -0.7188 0.9170 -0.149 0.016 0.136
```
Positions in Å, forces in eV/Å.

## Properties
Lowest unoccupied orbital energy = 1.18 eV
Spin multiplicity = 1
HOMO-LUMO gap = 11.2 eV

=====

Entry 6:
A single C3H5Cl2F molecule in a non-equilibrium geometry, computed with ωB97M-V/def2-TZVPD.

```
11
Properties=species:S:1:pos:R:3:forces:R:3
Cl -1.3370 -1.0231 0.3088 0.349 0.567 -0.759
Cl -0.2230 1.2359 -1.4597 -0.379 -0.605 0.594
F 1.5770 -1.1590 1.0094 0.615 -0.440 0.681
C 0.1208 0.9825 1.2556 -0.975 0.889 1.540
C 1.3089 -0.4576 -0.1247 -0.770 -0.869 -0.830
C -0.0356 0.2010 0.0163 0.425 0.070 -0.060
H 2.0408 0.2963 -0.3063 0.665 0.536 0.037
H 1.2838 -1.1508 -0.9241 0.162 -0.732 -1.013
H 1.0718 1.5062 1.3071 -0.305 1.003 -0.663
H 0.3722 0.2541 2.0170 -0.869 -0.226 0.457
H -0.8068 1.5521 1.5027 1.081 -0.193 0.015
```
Positions in Å, forces in eV/Å.

## Properties
Lowest unoccupied orbital energy = 0.76 eV
Spin multiplicity = 1
HOMO-LUMO gap = 11.9 eV

=====

Entry 7:
A single C3H5Cl2N molecule in a non-equilibrium geometry, computed with ωB97M-V/def2-TZVPD.

```
11
Properties=species:S:1:pos:R:3:forces:R:3
Cl -1.8293 -1.1624 0.6578 -0.216 -0.560 0.079
Cl 0.9608 -1.1282 1.5927 -0.556 -0.047 -0.542
N 0.3910 -1.4559 -0.9568 1.094 -3.720 0.337
C -0.1099 0.9636 -0.2401 0.511 -3.096 6.308
C 0.0577 1.9341 0.6744 0.199 -1.763 -4.309
C -0.1374 -0.8622 0.2018 0.594 4.571 -1.024
H -0.1170 -1.3573 -1.8246 -0.360 0.379 0.271
H 0.3906 2.8678 0.3044 -0.424 1.226 -0.141
H 0.6548 -2.5347 -0.8716 -0.859 3.129 0.100
H 0.0850 1.7390 1.6648 0.356 -0.650 3.051
H -0.3463 0.9962 -1.2028 -0.340 0.531 -4.131
```
Positions in Å, forces in eV/Å.

## Properties
Lowest unoccupied orbital energy = 0.84 eV
Spin multiplicity = 1
HOMO-LUMO gap = 10.4 eV

=====

Entry 8:
A 2-piece molecular cluster, C3H5Cl2N2 overall in a non-equilibrium geometry, computed with ωB97M-V/def2-TZVPD.

```
12
Properties=species:S:1:pos:R:3:forces:R:3
Cl 0.1776 -0.9368 -3.2331 -0.277 -0.169 1.258
Cl 2.2087 -0.6698 -0.2482 0.498 -0.363 0.002
N -2.3498 -1.0766 -0.0407 -0.198 -0.103 0.319
N 0.1756 1.5758 -0.3484 1.626 3.852 1.003
C -0.3225 0.4664 -0.7066 -3.446 -2.996 3.378
C -0.4766 -0.4452 -1.7487 1.861 -1.033 -8.447
C -1.3159 -0.6064 -0.6794 0.820 2.978 4.616
H 0.2539 2.0953 0.5857 -0.727 -1.586 -1.723
H -2.6469 -0.7511 0.8868 0.311 -0.115 -0.714
H -2.7006 -1.9420 -0.3807 -0.761 -0.704 -0.074
H 2.1012 -0.6306 -1.5280 0.226 -0.104 0.072
H 0.7779 1.9663 -1.0690 0.066 0.344 0.310
```
Positions in Å, forces in eV/Å.

## Properties
Lowest unoccupied orbital energy (spin up / spin down) = -3.28 / -7.86 eV
Spin multiplicity = 3
Charge = +1
HOMO-LUMO gap (spin up / spin down) = 6.1 / 7.3 eV

=====

Entry 9:
A single C3H5Cl2NS molecule in a non-equilibrium geometry, computed with ωB97M-V/def2-TZVPD.

```
12
Properties=species:S:1:pos:R:3:forces:R:3
Cl -2.3902 0.5894 -1.3261 1.113 -0.694 0.330
Cl -2.5094 -1.2359 0.8668 -0.061 -0.489 0.461
S 0.9405 -1.7475 -1.0306 0.704 -0.303 0.589
N 0.2419 0.4447 0.3326 0.587 0.936 0.141
C -1.5356 -0.8864 -0.5456 -0.341 0.626 -0.126
C -0.0241 -0.7292 -0.1905 -1.555 0.737 -2.726
C 1.5684 0.9865 0.5349 1.074 -0.284 0.413
H -0.5192 0.9397 0.7269 -0.763 0.585 0.182
H 1.9472 0.2307 1.1957 1.438 -0.193 0.205
H 1.6375 1.9236 1.1016 -0.874 -0.189 -0.225
H 2.2442 1.1301 -0.3495 -1.106 -0.595 0.415
H -1.6012 -1.6457 -1.3162 -0.216 -0.137 0.340
```
Positions in Å, forces in eV/Å.

## Properties
Lowest unoccupied orbital energy = -0.03 eV
Spin multiplicity = 1
HOMO-LUMO gap = 8.8 eV

=====

Entry 10:
A single C3H5Cl2O2P molecule in a non-equilibrium geometry, computed with ωB97M-V/def2-TZVPD.

```
13
Properties=species:S:1:pos:R:3:forces:R:3
Cl 2.3344 1.8176 0.2469 -0.254 1.318 0.814
Cl 3.9981 -0.7830 0.1613 0.432 -0.424 0.359
P 2.5824 0.1935 -0.8675 -0.080 -0.860 -1.218
O 0.0883 -0.3042 -0.9159 -2.324 0.931 -1.684
O 1.0363 -1.4451 0.7322 -0.485 -0.440 0.671
C -1.6119 0.6536 0.4475 -0.263 -0.519 2.388
C 1.0358 -0.6897 -0.1882 4.153 -0.716 1.359
C -1.2222 -0.5078 -0.4277 -2.916 1.628 -1.730
H -2.6898 0.7502 0.7860 1.043 -0.121 -1.348
H -1.4113 -1.4337 0.0356 0.230 -1.369 0.146
H -1.8308 -0.3218 -1.3605 0.432 -1.006 0.899
H -1.1785 1.4517 -0.0921 -0.292 1.689 -0.178
H -1.1307 0.6186 1.4425 0.324 -0.111 -0.477
```
Positions in Å, forces in eV/Å.

## Properties
Lowest unoccupied orbital energy = 0.59 eV
Spin multiplicity = 1
HOMO-LUMO gap = 9.9 eV

=====

Entry 11:
A single C3H5ClN2 molecule in a non-equilibrium geometry, computed with ωB97M-V/def2-TZVPD.

```
11
Properties=species:S:1:pos:R:3:forces:R:3
Cl 3.5487 -0.3051 0.0025 0.203 -0.024 -0.065
N -2.7615 -0.2233 -0.0135 0.173 0.091 -0.105
N -0.3971 0.2803 0.0509 -0.089 -0.364 -0.219
C 0.8874 -0.3014 -0.0050 -0.258 1.269 0.298
C 1.9961 0.4428 -0.0539 -0.403 -0.361 0.348
C -1.5352 -0.5246 -0.0122 0.465 -0.499 -0.070
H 2.0161 1.5285 0.0141 -0.077 -0.277 -0.248
H 0.9127 -1.3799 0.0986 0.021 0.101 -0.238
H -0.4876 1.2996 -0.0082 0.034 -0.787 0.065
H -2.8832 0.7789 0.0030 -0.236 0.514 0.103
H -1.2964 -1.5957 -0.0762 0.167 0.338 0.132
```
Positions in Å, forces in eV/Å.

## Properties
Lowest unoccupied orbital energy = 0.89 eV
Spin multiplicity = 1
HOMO-LUMO gap = 9.5 eV

=====

Entry 12:
C3H5ClN2O as an isolated structure in a non-equilibrium geometry, computed with ωB97M-V/def2-TZVPD.

```
12
Properties=species:S:1:pos:R:3:forces:R:3
Cl -2.1384 -0.6651 -0.5318 0.310 0.047 0.169
O 0.4626 1.9112 0.3480 0.412 -1.016 -0.093
N 1.1500 0.7032 0.0360 1.225 0.300 -0.339
N -0.8577 -0.2068 0.5801 -0.393 3.079 0.120
C -0.7746 1.6298 0.8221 -0.229 -3.609 -2.743
C 0.9604 -1.5464 -0.6598 -2.069 2.913 -4.201
C 0.4204 -0.3463 0.0219 -0.805 1.865 -0.308
H 1.9670 -1.4279 -0.6864 3.133 -0.067 0.270
H -0.9459 1.7346 1.8075 0.119 -0.153 3.715
H -1.5558 2.1500 0.3244 -0.719 0.103 -1.115
H 0.6204 -2.3693 -0.2165 -1.086 -3.624 1.607
H 0.6916 -1.5672 -1.8457 0.102 0.163 2.919
```
Positions in Å, forces in eV/Å.

## Properties
Lowest unoccupied orbital energy = 0.41 eV
Spin multiplicity = 1
HOMO-LUMO gap = 9.7 eV